Formula: C26H21Co2O8S
Source: OMol25
Level of theory: wB97M-V/def2-TZVPD

## Properties
Charge: -1
HOMO-LUMO gap (eV): 4.164
LUMO level (eV): 1.764
E_tot (a.u.): -4768.83931
Energy relative to the best compared isomer or geometry (same formula, charge and spin) (kcal per mole): 55.9
M (g/mol): 611.379

The geometry in XYZ format:
```
58
Properties=species:S:1:pos:R:3:forces:R:3:lowdin_charge:R:1
C -1.797 6.602 0.674 0.307 -0.615 -0.595 -0.07
O -1.324 5.663 -0.323 -0.442 0.578 0.564 -0.10
C -1.820 4.397 -0.311 -0.275 -0.915 0.207 -0.27
C -1.383 3.541 -1.354 -0.360 0.469 0.727 0.00
C -1.799 2.224 -1.373 -0.212 -0.069 0.167 -0.03
C -2.644 1.696 -0.378 -0.027 0.502 -0.036 -0.15
C -3.068 0.251 -0.489 -0.184 -1.197 -0.568 -0.49
C -3.632 -0.370 0.669 0.074 0.234 0.384 -0.38
S -4.355 -1.913 0.580 0.241 1.197 0.410 1.02
C -4.130 -2.523 2.286 -0.108 -0.132 -0.426 -0.26
C -6.151 -1.575 0.681 0.044 -0.527 0.073 -0.27
O -2.942 -0.370 -1.566 -0.099 0.852 0.666 -0.04
C -3.109 2.566 0.622 0.219 -0.245 -0.340 -0.03
C -2.705 3.902 0.677 0.524 0.360 -0.603 -0.02
H -1.270 7.523 0.413 -0.197 -0.084 0.236 0.09
H -2.888 6.748 0.608 0.326 -0.069 -0.054 0.09
H -1.532 6.277 1.693 -0.015 0.079 -0.339 0.09
H -0.716 3.931 -2.119 -0.110 -0.028 0.190 0.12
H -1.475 1.581 -2.184 -0.056 -0.097 0.175 0.12
H -3.674 0.116 1.643 -0.086 -0.181 -0.254 0.06
H -4.623 -3.498 2.366 0.090 0.215 0.043 0.05
H -3.053 -2.628 2.450 -0.279 0.077 -0.077 0.06
H -4.570 -1.807 2.988 0.161 -0.118 -0.168 0.05
H -6.662 -2.540 0.779 -0.105 0.191 -0.035 0.04
H -6.358 -0.936 1.544 0.122 -0.078 -0.189 0.05
H -6.446 -1.080 -0.249 0.174 -0.114 0.192 0.06
H -3.820 2.203 1.362 0.194 0.087 -0.112 0.10
H -3.060 4.565 1.471 0.085 -0.356 -0.301 0.10
O -0.746 -3.042 -2.117 1.665 -0.440 0.661 0.14
C 0.359 -3.178 -1.823 -0.889 0.594 -0.729 -0.07
Co 2.144 -3.185 -1.493 -1.600 -3.433 2.090 0.05
C 2.285 -3.053 0.264 -0.261 0.168 3.145 -0.13
O 2.317 -2.936 1.417 -0.065 -0.389 -2.226 0.13
C 2.468 -4.977 -1.727 -1.000 -1.858 -0.492 -0.15
O 2.373 -6.125 -1.833 0.510 1.712 0.219 0.10
C 3.240 -2.112 -2.454 1.260 2.134 -2.002 -0.22
C 2.336 -1.405 -1.701 2.727 -0.267 -2.230 -0.24
C 1.825 -0.218 -1.305 -0.777 2.053 1.029 -0.12
C 2.239 0.362 -0.055 -0.139 -0.149 -0.348 -0.25
C 1.435 1.399 0.477 -0.056 0.186 0.070 -0.07
C 1.681 1.934 1.725 0.096 0.187 -0.276 -0.13
C 2.787 1.505 2.465 0.175 -0.049 0.440 -0.15
C 3.636 0.525 1.944 -0.348 0.182 -0.153 -0.12
C 3.385 -0.037 0.694 -0.043 -0.052 -0.042 -0.06
Co 4.746 -3.153 -1.617 -0.498 -0.110 0.077 0.01
C 5.093 -4.772 -2.229 0.502 -1.385 -1.213 -0.20
O 5.389 -5.812 -2.645 -0.210 1.032 0.591 0.08
C 5.303 -3.197 0.073 0.447 0.606 1.729 -0.19
O 5.830 -3.256 1.105 -0.593 -0.119 -1.269 0.08
C 6.113 -2.301 -2.336 0.717 0.784 -0.656 -0.16
O 7.038 -1.776 -2.802 -1.366 -0.822 0.752 0.09
H 3.461 -1.881 -3.509 -0.290 0.088 0.563 0.08
H 1.077 0.325 -1.901 0.254 -0.609 0.264 0.10
H 0.605 1.749 -0.144 0.151 -0.106 0.409 0.08
H 1.018 2.715 2.110 0.226 -0.219 -0.058 0.09
H 2.987 1.940 3.446 -0.032 -0.128 -0.210 0.08
H 4.501 0.201 2.527 -0.173 0.051 -0.210 0.09
H 4.079 -0.786 0.286 -0.398 0.342 0.141 0.08
```
Positions in Å, forces in eV/Å.